(1)
A structure of composition C20H21F4N5O16S4Y at a distorted geometry, computed with the ωB97M-V functional and the def2-TZVPD basis.

CARTESIAN COORDINATES (ANGSTROEM)
Y (-0.858, 0.323, 1.229)
N (0.628, 1.804, 1.999)
S (1.835, 2.162, 2.963)
O (1.697, 3.185, 3.943)
O (3.159, 1.864, 2.426)
F (1.767, 0.918, 3.986)
S (1.037, 3.445, 1.346)
O (2.179, 3.492, 0.524)
O (0.436, 4.641, 1.885)
F (-0.043, 3.279, 0.205)
N (-2.059, -1.275, 0.195)
S (-2.055, -2.007, -1.094)
O (-2.482, -1.310, -2.320)
O (-1.850, -3.445, -1.177)
F (-0.484, -1.677, -1.189)
S (-3.538, -1.887, 0.747)
O (-4.484, -2.577, -0.195)
O (-4.084, -0.863, 1.694)
F (-2.876, -2.973, 1.759)
C (-1.200, -1.349, 4.371)
O (-1.629, -0.346, 3.456)
H (-1.825, -1.351, 5.264)
H (-1.151, -2.330, 3.898)
H (-0.122, -1.232, 4.486)
C (-3.096, 3.233, 1.571)
O (-2.799, 1.844, 1.704)
H (-2.355, 3.764, 2.169)
H (-3.083, 3.597, 0.544)
H (-4.095, 3.551, 1.869)
C (-5.472, 2.910, -3.348)
C (-5.205, 2.078, -2.256)
C (-3.917, 1.796, -1.837)
C (-2.815, 2.074, -2.622)
C (-3.006, 2.897, -3.758)
C (-4.295, 3.272, -4.031)
N (-1.410, 1.593, -2.230)
O (-1.329, 1.146, -1.101)
O (-0.436, 1.736, -2.963)
H (-6.441, 3.035, -3.809)
H (-6.023, 1.701, -1.661)
H (-3.944, 1.182, -0.948)
H (-2.221, 3.057, -4.483)
H (-4.474, 3.859, -4.920)
C (4.441, -5.194, 2.288)
C (4.318, -3.902, 2.729)
C (3.124, -3.165, 2.487)
C (2.170, -3.688, 1.632)
C (2.317, -5.039, 1.187)
C (3.482, -5.741, 1.545)
N (0.837, -3.041, 1.504)
O (-0.171, -3.731, 1.405)
O (0.798, -1.847, 1.376)
H (5.281, -5.768, 2.649)
H (5.113, -3.556, 3.373)
H (3.168, -2.190, 2.949)
H (1.549, -5.475, 0.566)
H (3.588, -6.748, 1.169)
C (4.047, 1.344, -4.068)
C (3.229, 2.247, -3.347)
C (2.607, 1.769, -2.212)
C (2.766, 0.431, -1.803)
C (3.557, -0.421, -2.542)
C (4.240, 0.050, -3.692)
N (2.087, -0.032, -0.599)
O (2.813, -0.696, 0.086)
O (0.884, 0.245, -0.361)
H (4.679, 1.651, -4.888)
H (3.025, 3.252, -3.687)
H (2.067, 2.485, -1.609)
H (3.636, -1.406, -2.106)
H (4.766, -0.652, -4.321)

Values from the calculation:
Relative energy (zero: lowest compared OMol25 entry of this formula, charge and spin)   10.08 kcal/mol
<S²>   0.755
Lowest unoccupied orbital energy (spin up / spin down)   -1.842 / -3.354 eV
HOMO-LUMO gap (spin up / spin down)   6.40 / 4.75 eV
Spin multiplicity   2

---

(2)
A structure of composition C20H21MnN8OS2 at a distorted geometry, computed with the ωB97M-V functional and the def2-TZVPD basis.

CARTESIAN COORDINATES (ANGSTROEM)
Mn (0.762, -0.451, -0.268)
N (4.072, 2.357, -0.487)
C (2.925, 1.701, -0.420)
S (2.977, -0.039, -0.104)
N (1.770, 2.283, -0.568)
N (0.702, 1.496, -0.577)
C (-0.507, 2.031, -0.644)
C (-0.799, 3.446, -0.441)
C (-1.813, 3.792, 0.465)
C (-2.098, 5.117, 0.717)
C (-1.405, 6.118, 0.047)
C (-0.406, 5.781, -0.857)
C (-0.085, 4.458, -1.085)
C (-1.562, 1.069, -0.916)
C (-2.873, 1.434, -1.232)
C (-3.805, 0.448, -1.499)
C (-3.402, -0.882, -1.467)
C (-2.070, -1.169, -1.214)
N (-1.162, -0.231, -0.946)
H (4.938, 1.846, -0.424)
H (4.085, 3.344, -0.696)
H (-2.336, 3.010, 0.999)
H (-2.857, 5.363, 1.446)
H (-1.642, 7.155, 0.227)
H (0.132, 6.552, -1.385)
H (0.690, 4.202, -1.789)
H (-3.137, 2.479, -1.273)
H (-4.826, 0.705, -1.737)
H (-4.095, -1.686, -1.659)
H (-1.727, -2.198, -1.248)
N (0.429, 0.825, 4.050)
C (0.681, -0.343, 3.478)
N (1.457, -1.231, 4.077)
S (-0.089, -0.741, 2.006)
H (0.753, 1.044, 4.981)
H (-0.181, 1.490, 3.603)
H (1.879, -1.049, 4.975)
H (1.623, -2.133, 3.662)
N (0.019, -5.932, 1.327)
C (0.580, -6.036, 0.106)
O (0.929, -7.085, -0.375)
C (0.819, -4.758, -0.665)
C (1.197, -4.895, -2.002)
C (1.519, -3.760, -2.725)
C (1.440, -2.524, -2.107)
N (1.039, -2.383, -0.835)
C (0.751, -3.481, -0.128)
H (-0.147, -6.801, 1.816)
H (-0.405, -5.101, 1.695)
H (1.242, -5.888, -2.429)
H (1.840, -3.831, -3.750)
H (1.712, -1.607, -2.633)
H (0.467, -3.311, 0.906)

Values from the calculation:
Relative energy (zero: lowest compared OMol25 entry of this formula, charge and spin)   0.00 kcal/mol
<S²>   6.114
Lowest unoccupied orbital energy (spin up / spin down)   -7.299 / -7.066 eV
HOMO-LUMO gap (spin up / spin down)   6.43 / 6.86 eV
Net charge   +2
Spin multiplicity   5

---

> Among the records above, which one has the highest relative energy (zero: lowest compared OMol25 entry of this formula, charge and spin)?

C20H21F4N5O16S4Y